1.
C21H25F5FeN7O3STe | wB97M-V/def2-TZVPD

```
64
Properties=species:S:1:pos:R:3:forces:R:3
H 1.4727 3.7301 -0.6685 0.003 0.056 0.000
F -1.9713 -0.4399 0.8351 -0.883 0.057 0.056
N -0.3954 -0.4783 3.9639 0.008 0.078 0.103
H -2.3201 -4.2135 -0.3259 0.007 -0.003 0.015
N 0.0095 1.2698 -0.6792 0.024 0.313 0.833
C 3.9062 -0.0610 -3.9901 -0.254 -0.032 0.695
C -1.0126 2.1029 1.0840 0.390 -0.616 0.619
H -2.5651 -5.9545 -0.0576 0.001 -0.037 -0.005
H 1.8545 3.4112 -2.3686 0.037 0.091 -0.072
H 4.5444 -0.1122 -4.8659 0.028 -0.042 0.061
H 4.8535 2.1302 -0.7821 0.111 0.069 -0.054
C 2.0141 0.8672 -2.0252 -0.441 -0.157 -0.043
C 2.9400 -1.0865 -3.8924 0.233 0.512 -0.689
C -1.9805 -5.0820 0.2384 -0.004 -0.007 0.013
C -1.4351 -3.5869 2.1683 0.012 -0.065 0.047
C 1.0087 1.7468 -1.3107 -0.547 -0.323 -0.002
F -2.9811 -2.3758 -1.2135 -0.142 -0.007 0.055
F -1.1451 -2.5723 -2.8918 0.089 -0.115 -0.274
C -0.6822 -1.5556 3.1805 0.219 -0.262 -0.262
H 3.3123 2.0267 -0.1146 -0.315 0.095 0.065
F -0.3863 -0.2160 -3.2165 0.541 0.218 -0.252
N 0.0480 -1.9244 2.1523 -0.539 0.101 0.219
H -4.4849 5.3168 3.6067 -0.010 0.005 0.003
H 1.6500 0.8806 -3.0571 0.024 0.049 -0.046
C 2.0845 -1.0131 -0.4332 -0.871 -0.100 2.804
O -0.3359 1.2580 1.7934 -0.105 0.815 0.122
H -3.1804 3.6439 4.8800 -0.003 -0.001 0.008
N -0.8989 2.2326 -0.2017 0.296 0.021 -0.469
H -1.2114 -0.0529 4.3778 -0.013 -0.030 -0.025
Te -1.7784 -1.0298 -1.9640 0.532 -0.751 1.107
C -3.7813 4.6717 3.0952 -0.009 0.019 0.001
C -3.6134 4.7739 1.7193 -0.009 0.012 0.009
O 1.9607 -0.1916 0.5122 0.861 -0.661 -1.009
C -2.1222 -4.8467 1.7405 0.037 0.011 -0.019
C -2.1514 2.9083 3.1476 0.003 0.013 0.005
C 2.3720 -2.4629 -0.2039 0.059 0.148 -0.002
C 2.1755 -1.4170 -2.8048 -0.437 1.191 1.267
H 0.1394 0.2183 3.4540 -0.085 0.060 -0.122
H 0.1600 3.6158 -1.8271 0.026 -0.006 -0.018
F -3.0318 -0.9989 -3.5089 -0.122 -0.062 -0.351
H 3.2565 -2.7674 -0.7655 0.075 -0.039 0.016
H 2.5123 -2.6162 0.8626 -0.030 0.008 -0.031
C -1.9759 3.0095 1.7739 0.013 0.041 -0.018
N -0.3856 -3.1210 1.6164 0.169 0.084 0.012
C 3.4396 1.3431 -2.0150 -0.121 0.271 1.578
C -3.0491 3.7347 3.8087 0.013 0.003 -0.019
H 2.8546 -1.7548 -4.7398 0.021 0.033 0.007
H -0.9377 -5.2559 -0.0233 0.013 0.013 -0.003
H -1.6945 -5.6813 2.3054 -0.047 -0.033 0.034
H -3.1749 -4.7822 2.0242 -0.012 0.015 -0.036
O -0.3028 -1.6100 -0.7112 -0.249 -0.697 -1.784
H 5.2374 1.3746 -3.1186 -0.074 -0.002 -0.083
S -1.9961 -2.6156 3.5129 -0.054 -0.046 -0.002
C -2.7170 3.9485 1.0611 -0.019 -0.015 0.023
H -2.5880 4.0044 -0.0109 0.011 -0.001 -0.002
C 4.2491 0.9288 -3.0400 0.383 -0.380 -0.760
H -1.5757 2.1678 3.6839 0.025 0.002 -0.006
H 1.5054 -3.0384 -0.5292 -0.223 0.021 -0.016
H 1.5671 -2.3098 -2.7637 0.112 -0.224 0.222
Fe -0.1600 -0.3602 0.5975 1.206 0.939 0.266
H -4.1904 5.4971 1.1566 -0.012 0.008 -0.003
N 3.8623 2.1212 -0.9556 -0.162 -1.004 -1.070
C 1.1400 3.2154 -1.5716 -0.002 0.029 -0.148
N 2.0822 -0.5655 -1.7050 0.212 0.316 -2.572
```
Positions in Å, forces in eV/Å.

The multiplicity is 1. The value obtained for the HOMO energy (alpha / beta) is -3.64 / -3.63 eV. As for the net charge: -1. For the largest force on an atom, the calculation gives 2.937 eV Å⁻¹. The LUMO energy (alpha / beta) comes out at 0.22 / 0.11 eV.

***

2.
C3H4N6 | wB97M-V/def2-TZVPD

```
13
Properties=species:S:1:pos:R:3:forces:R:3
N -0.7071 -0.5619 1.1654 -0.570 -0.225 -0.732
N 0.4524 -0.9896 1.0650 -0.006 0.302 -0.669
H 2.5171 1.2037 0.7323 -1.467 -0.882 -1.096
C 1.1493 -0.5687 -0.1584 0.921 -0.028 2.986
N -0.5169 1.1538 -0.4831 -1.565 0.624 -0.463
H 2.0693 -0.7710 -1.6161 0.607 -0.047 -1.343
N 1.4411 -1.3390 -1.0826 0.128 -0.277 -0.243
N -2.4136 -0.3032 -0.4926 -0.489 0.980 -1.365
H -2.7205 0.1317 -1.5262 0.843 -1.438 4.317
C -1.1391 0.1338 -0.0269 -2.313 0.034 0.753
N 0.5832 1.6895 0.1133 1.275 -1.149 -0.274
H -3.1451 -0.5891 0.2833 2.151 0.957 -2.552
C 1.5574 0.8478 0.2068 0.484 1.148 0.680
```
Positions in Å, forces in eV/Å.

The multiplicity is 1. The value obtained for the HOMO energy is -9.47 eV. As for the net charge: 0. For the largest force on an atom, the calculation gives 4.627 eV Å⁻¹. The LUMO energy comes out at -0.28 eV. The calculation puts the energy above the lowest of the compared OMol25 structures with the same formula, charge and spin at 73.77 kcal per mole.

***

3.
C5H8N | wB97M-V/def2-TZVPD

```
14
Properties=species:S:1:pos:R:3:forces:R:3
H -2.3236 0.8887 -1.4817 1.168 -0.278 0.445
C 1.2097 -1.1766 0.6234 0.673 -0.607 0.423
H -2.2309 -0.2258 -0.0597 0.354 -1.814 -0.202
C -0.4234 0.9130 -0.2379 -2.074 0.730 -1.109
H 1.9274 -3.0964 2.8805 0.525 -0.265 2.526
H 0.2588 2.5855 -1.5123 -1.393 0.915 -0.345
C 1.7760 -3.1809 1.8746 0.727 -0.304 1.991
H 1.2706 2.0055 -0.2761 2.410 0.454 1.491
H 1.7122 -4.0169 1.3497 -0.104 -3.884 -1.843
H -2.4756 1.1640 0.1782 0.230 1.614 0.919
H 0.9538 1.0504 -1.8117 -0.836 1.033 2.304
N 1.6015 -2.1178 1.2455 -2.056 5.319 -3.279
C 0.5006 1.7536 -0.8997 0.540 -3.019 -2.688
C -1.8188 0.6503 -0.5060 -0.165 0.105 -0.633
```
Positions in Å, forces in eV/Å.

The multiplicity is 1. The value obtained for the HOMO energy (alpha / beta) is -12.16 / -14.69 eV. As for the net charge: +1. For the largest force on an atom, the calculation gives 6.578 eV Å⁻¹. The LUMO energy (alpha / beta) comes out at -6.10 / -6.31 eV. The calculation puts the energy above the lowest of the compared OMol25 structures with the same formula, charge and spin at 192.14 kcal per mole.

***

4.
C2H3Cl4NO3S | wB97M-V/def2-TZVPD

```
14
Properties=species:S:1:pos:R:3:forces:R:3
C 2.4174 -0.4955 0.0067 0.160 0.112 -0.077
O 3.2604 0.0074 -0.9296 0.171 -0.265 -0.148
Cl -1.4312 -0.1558 1.9998 -0.038 -0.001 0.020
O 2.7856 -1.1031 0.9562 0.035 0.152 -0.061
H 0.8995 1.5510 -1.0559 0.190 -0.047 0.179
Cl -3.1616 -0.5446 -0.2700 -0.050 -0.021 -0.037
Cl -4.2682 0.3111 2.2504 -0.017 -0.005 0.009
O 0.8151 1.1980 -0.1531 -0.206 0.093 -0.162
H -0.1605 -1.9882 -1.0474 -0.164 0.047 0.144
H 2.9451 -0.2195 -1.8212 -0.075 0.230 0.237
C -2.8705 0.4326 1.1758 0.025 0.011 0.053
S 0.3949 -0.9150 -1.6211 0.126 -0.026 -0.236
Cl -2.6421 2.1182 0.7030 0.007 0.015 -0.007
N 1.0161 -0.1967 -0.1936 -0.165 -0.294 0.084
```
Positions in Å, forces in eV/Å.

The multiplicity is 1. The value obtained for the HOMO energy is -9.93 eV. As for the net charge: 0. For the largest force on an atom, the calculation gives 0.348 eV Å⁻¹. The LUMO energy comes out at 0.08 eV.